ORCA calculation (the ωB97M-V functional and the def2-TZVPD basis) on 2 unconnected molecules or ions with the total composition C3H7NO.

spin multiplicity = 3
LUMO level (spin up / spin down) = 0.042 / -0.031 Ha
energy relative to the best compared isomer or geometry (same formula, charge and spin) = 0.337 eV
max |F| = 0.09790 hartree/bohr
orbital gap (spin up / spin down) = 9.600 / 9.037 eV

CARTESIAN COORDINATES (ANGSTROEM)
1 C 1.23086 -0.71712 -0.85827
2 C -0.95231 -1.30937 0.25917
3 C 0.31673 -0.93877 0.38080
4 N -0.71373 2.66895 0.60035
5 O -1.06862 3.70920 0.18860
6 H 1.84839 -1.57164 -1.20690
7 H 0.72549 -0.61375 -1.77391
8 H 1.84761 0.17117 -0.77341
9 H -1.33371 2.29666 1.44483
10 H -1.46855 -1.58339 1.24277
11 H -1.40643 -1.00943 -0.70372
12 H 0.97427 -1.10251 1.19970

Force components x, y, z for each atom (eV/Å):
C -0.1 -0.1 0.5
C -0.1 1.2 1.7
C 1.8 -1.3 -2.8
N -0.6 -3.8 3.2
O -0.9 3.5 -1.7
H 0.1 0.1 1.3
H -1.5 0.7 -1.1
H 0.3 0.0 0.2
H 1.4 0.3 -1.6
H 0.2 0.3 -2.0
H -0.4 -0.9 0.8
H -0.3 0.0 1.3


ORCA calculation (the ωB97M-V functional and the def2-TZVPD basis) on a molecular structure, C27H36BrLaN9O2S2.

LUMO level = -0.099 Ha
energy relative to the best compared isomer or geometry (same formula, charge and spin) = 0.000 eV
max |F| = 0.01982 hartree/bohr
orbital gap = 7.588 eV
charge = +1

CARTESIAN COORDINATES (ANGSTROEM)
1 La 0.93917 0.25592 0.34013
2 C 4.09838 0.34546 1.99541
3 C 4.19944 1.75421 1.43474
4 N 3.02330 2.11969 0.61799
5 C 2.44622 3.42596 0.97434
6 C 1.72572 3.37255 2.31597
7 N 0.88777 2.16015 2.47634
8 C 1.10504 1.47934 3.76154
9 C 2.48970 0.84553 3.82439
10 N 2.78188 0.09072 2.59911
11 H 4.22001 -0.38398 1.19336
12 H 4.91386 0.19288 2.70944
13 H 4.29727 2.47358 2.24955
14 H 5.11634 1.82856 0.84841
15 H 3.29974 2.16863 -0.35698
16 H 3.21023 4.21016 1.01515
17 H 1.74508 3.70097 0.19080
18 H 2.45360 3.39637 3.12761
19 H 1.12185 4.27520 2.41574
20 H -0.08570 2.43613 2.41922
21 H 0.98229 2.15816 4.61254
22 H 0.34759 0.69868 3.85661
23 H 3.24870 1.61543 3.96985
24 H 2.53469 0.20286 4.70514
25 H 2.75272 -0.89812 2.80529
26 C -4.64513 3.12355 -2.55098
27 C -3.39624 2.70308 -3.31423
28 N -2.17229 2.94774 -2.55662
29 C -1.59691 2.04819 -1.72053
30 S -0.33967 2.68457 -0.70126
31 N -2.07460 0.82627 -1.76548
32 N -1.37787 -0.15554 -1.10266
33 C -2.07197 -1.23673 -0.98590
34 C -3.52388 -1.28869 -1.34617
35 C -1.35238 -2.49852 -0.66312
36 C -1.96831 -3.56438 -0.01623
37 C -1.26580 -4.74584 0.15264
38 C 0.02766 -4.84113 -0.33511
39 C 0.57315 -3.72934 -0.95052
40 N -0.09152 -2.58013 -1.10557
41 H -5.54378 2.91371 -3.13496
42 H -4.62838 4.19294 -2.32831
43 H -4.71093 2.57683 -1.60800
44 H -3.32040 3.24571 -4.25803
45 H -3.42943 1.64090 -3.53688
46 H -1.93373 3.90563 -2.36003
47 H -4.05186 -0.43895 -0.91530
48 H -3.98944 -2.22022 -1.02895
49 H -3.63238 -1.19944 -2.43115
50 H -2.98207 -3.46950 0.34906
51 H -1.72571 -5.58468 0.65932
52 H 0.61096 -5.74704 -0.23375
53 H 1.59142 -3.74573 -1.32218
54 Br -2.21710 0.27283 2.31708
55 C -1.26396 -1.32638 2.69908
56 C -1.74282 -2.24063 3.61183
57 C -0.96954 -3.37571 3.82951
58 C 0.21964 -3.54526 3.13883
59 C 0.60986 -2.56947 2.24046
60 N -0.13035 -1.46889 2.03131
61 C 1.92823 -2.68398 1.46213
62 O 2.66125 -3.61061 1.75104
63 O 2.11818 -1.75364 0.59472
64 H -2.67260 -2.06823 4.13492
65 H -1.30104 -4.11907 4.54427
66 H 0.85984 -4.40612 3.27484
67 S 2.38782 0.46428 -2.20391
68 C 1.11126 0.38172 -3.35031
69 N 0.32815 -0.71491 -3.41356
70 C -0.70237 -0.86830 -4.27211
71 C -1.00368 0.11003 -5.16798
72 C -0.22287 1.27550 -5.15010
73 C 0.81551 1.40858 -4.26294
74 H 0.45332 -1.41970 -2.68400
75 H -1.24740 -1.79844 -4.19600
76 H -1.82617 -0.01345 -5.85776
77 H -0.44679 2.07950 -5.84044
78 H 1.42018 2.30203 -4.22166

Force components x, y, z for each atom (eV/Å):
La 0.4 0.9 0.4
C -0.1 0.0 0.0
C -0.1 0.0 0.0
N 0.0 0.0 -0.2
C 0.0 -0.1 0.0
C 0.0 -0.1 0.0
N -0.1 0.0 -0.1
C 0.0 0.0 -0.1
C 0.0 0.1 -0.1
N -0.1 -0.1 0.0
H 0.0 0.0 0.0
H 0.1 0.0 0.0
H 0.0 0.0 0.0
H 0.0 0.0 0.0
H 0.0 0.0 0.0
H 0.0 0.0 0.0
H 0.0 0.0 -0.1
H 0.0 0.0 0.0
H 0.0 0.0 0.0
H 0.0 0.0 0.0
H 0.0 0.0 0.0
H 0.0 0.0 0.0
H 0.0 0.0 0.0
H 0.0 0.0 0.0
H 0.0 0.0 0.1
C 0.0 0.0 0.0
C 0.1 0.0 0.1
N -0.1 0.0 0.1
C -0.1 0.0 0.0
S -0.2 0.0 0.0
N 0.1 0.1 0.1
N -0.2 0.3 -0.1
C 0.1 -0.2 -0.1
C 0.0 -0.1 0.0
C 0.0 0.2 0.0
C -0.1 -0.1 0.1
C -0.1 0.0 0.0
C 0.0 0.0 0.0
C 0.0 0.1 0.0
N 0.1 -0.1 -0.2
H 0.0 0.0 0.0
H 0.0 -0.1 0.0
H 0.0 0.0 0.0
H 0.0 0.0 0.0
H 0.0 0.0 0.0
H 0.1 0.0 -0.1
H 0.0 0.0 0.0
H 0.0 0.0 0.0
H 0.0 0.0 0.0
H 0.0 0.0 0.0
H 0.0 0.0 0.0
H 0.0 0.1 0.0
H 0.0 0.0 0.0
Br 0.0 0.0 0.0
C 0.1 0.1 -0.2
C 0.0 -0.1 0.1
C -0.1 0.0 0.0
C 0.0 -0.1 0.0
C -0.1 0.1 0.0
N 0.0 -0.2 0.2
C 0.0 0.1 -0.1
O 0.0 0.0 -0.1
O 0.2 -0.8 0.3
H 0.0 0.0 0.0
H 0.0 0.0 0.0
H 0.0 0.0 0.0
S 0.1 -0.2 -0.3
C 0.0 0.2 0.1
N -0.1 0.0 -0.1
C 0.1 0.0 0.0
C 0.0 0.1 -0.1
C 0.0 0.0 0.0
C 0.0 0.1 0.0
H 0.0 -0.2 0.1
H 0.0 0.0 0.1
H 0.0 0.0 0.0
H 0.0 0.0 0.0
H 0.0 0.0 0.0


ORCA calculation (the ωB97M-V functional and the def2-TZVPD basis) on a gas-phase ion, C5H13N (charge +1).

spin multiplicity = 2
LUMO level (spin up / spin down) = -0.108 / -0.294 Ha
energy relative to the best compared isomer or geometry (same formula, charge and spin) = 1.023 eV
max |F| = 0.07729 hartree/bohr
orbital gap (spin up / spin down) = 12.695 / 7.798 eV
charge = +1

CARTESIAN COORDINATES (ANGSTROEM)
1 C 1.35827 -1.85612 -1.17084
2 N 0.79990 -0.47079 -1.12735
3 C -0.32123 1.03765 2.10711
4 C 0.34090 0.95683 0.77700
5 C -0.25545 -0.14531 -0.17144
6 C -1.48051 0.39777 -0.90818
7 H 0.67199 -2.64584 -0.85895
8 H 2.20928 -1.89694 -0.46402
9 H 1.75039 -1.83774 -2.18038
10 H 0.43911 -0.24186 -2.05673
11 H -1.40724 1.19088 2.04267
12 H -0.08484 1.96699 2.65273
13 H -0.20958 0.25028 2.85755
14 H 0.31662 1.91066 0.24687
15 H 1.43877 0.86246 0.88060
16 H -0.28194 -1.00287 0.52118
17 H -1.21736 0.97597 -1.78771
18 H -2.05871 -0.48571 -1.15965
19 H -2.00837 1.03367 -0.20045

Force components x, y, z for each atom (eV/Å):
C 1.6 2.0 0.3
N -3.1 -2.5 0.2
C -1.6 1.1 1.5
C 1.7 0.8 -0.2
C 2.3 0.9 0.4
C 0.1 -1.1 1.1
H -0.3 0.3 -0.4
H -0.2 0.0 -0.3
H 0.1 -1.2 0.0
H 0.9 0.8 -0.1
H 0.0 -0.4 -0.4
H 0.6 -0.3 -0.4
H 0.5 -0.3 -0.6
H -0.6 0.1 0.0
H -0.4 -0.6 0.2
H -0.8 0.1 -0.5
H 0.1 0.1 -0.1
H -0.5 0.3 -0.4
H -0.3 -0.1 -0.2


ORCA calculation (the ωB97M-V functional and the def2-TZVPD basis) on a single C5H14N2O molecule.

LUMO level = 0.037 Ha
energy relative to the best compared isomer or geometry (same formula, charge and spin) = 2.525 eV
max |F| = 0.04584 hartree/bohr
orbital gap = 10.050 eV
SMILES string = CNC[C@@H](N)[C@@H](C)O

CARTESIAN COORDINATES (ANGSTROEM)
1 N 1.05160 -0.67636 -1.95815
2 C 0.08378 -0.26989 -0.88924
3 C -0.20371 -1.53786 0.00577
4 C -1.63295 -1.58202 0.54205
5 O -0.01710 -2.70489 -0.79678
6 C 0.67666 0.88459 -0.10426
7 N 0.09071 1.19264 1.21301
8 C 0.32469 2.61945 1.49599
9 H 1.47645 -1.52227 -1.64946
10 H 1.59677 0.07127 -2.33923
11 H -0.77008 -0.05984 -1.54361
12 H 0.58869 -1.60982 0.74782
13 H -1.87579 -2.61276 0.77323
14 H -1.84033 -0.85497 1.31301
15 H -2.27105 -1.26971 -0.29490
16 H -0.43864 -2.61076 -1.66781
17 H 1.76133 0.70649 -0.00419
18 H 0.78458 1.78394 -0.74113
19 H -0.90032 1.12058 1.05936
20 H 0.02971 3.31881 0.71507
21 H 0.07032 2.81549 2.53761
22 H 1.41467 2.79789 1.58584

Force components x, y, z for each atom (eV/Å):
N -1.4 0.0 0.6
C 0.9 -0.9 -0.9
C -0.1 0.5 -1.4
C 0.3 0.6 -1.0
O 0.0 -0.5 -0.2
C 1.1 0.6 -0.1
N 0.1 0.8 -1.2
C 2.0 -0.6 1.0
H 1.1 -0.2 -0.3
H 0.5 0.0 0.2
H -0.6 0.6 1.0
H -0.2 0.1 0.3
H -0.1 0.1 0.5
H 0.1 -0.2 0.6
H -0.1 -0.3 0.0
H 0.1 0.2 0.5
H -0.3 -0.6 0.5
H -0.9 0.0 -0.1
H -0.6 -0.2 0.3
H -0.7 0.1 0.2
H -0.9 0.4 -0.3
H -0.1 -0.4 -0.4